# C28H82N4O15

A 11-piece molecular cluster, C28H82N4O15 overall at a distorted geometry (the ωB97M-V functional and the def2-TZVPD basis, the Open Molecules 2025 dataset).

Each line ends with the Mulliken spin population.
Element x y z (Å)
1 C -0.51 -1.04 -2.80  0.000
2 O -1.61 -0.28 -3.36  0.000
3 C -2.91 -0.74 -3.08  0.000
4 C -3.88 -0.05 -4.07  0.000
5 N -3.42 -0.37 -5.44  0.000
6 C -4.03 0.49 -6.47  0.000
7 C -3.34 0.36 -7.83  0.000
8 O -1.91 0.72 -7.72  0.000
9 C -1.34 0.97 -9.01  0.000
10 H -0.65 -2.11 -2.95  0.000
11 H -0.41 -0.81 -1.74  0.000
12 H 0.42 -0.78 -3.30  0.000
13 H -3.16 -0.50 -2.04  0.000
14 H -2.94 -1.82 -3.22  0.000
15 H -3.86 1.02 -3.86  0.000
16 H -4.88 -0.47 -3.91  0.000
17 H -2.42 -0.21 -5.50  0.000
18 H -4.11 1.52 -6.12  0.000
19 H -5.08 0.23 -6.58  0.000
20 H -3.85 1.03 -8.53  0.000
21 H -3.61 -0.52 -8.43  0.000
22 H -1.14 0.03 -9.53  0.000
23 H -0.45 1.55 -8.80  0.000
24 H -1.96 1.43 -9.77  0.000
25 C -2.29 -3.48 -0.91  0.000
26 O -1.98 -4.63 -1.73  0.000
27 C -0.85 -5.35 -1.24  0.000
28 C -0.67 -6.63 -2.11  0.000
29 N 0.54 -7.44 -1.83  0.000
30 C 0.67 -8.60 -2.66  0.000
31 C 1.99 -9.29 -2.41  0.000
32 O 3.11 -8.52 -2.80  0.000
33 C 4.34 -9.20 -2.55  0.000
34 H -2.52 -3.70 0.13  0.000
35 H -3.25 -3.14 -1.28  0.000
36 H -1.43 -2.81 -0.86  0.000
37 H -0.87 -5.56 -0.17  0.000
38 H -0.04 -4.66 -1.44  0.000
39 H -0.82 -6.42 -3.16  0.000
40 H -1.58 -7.20 -1.94  0.000
41 H 1.36 -6.88 -2.05  0.000
42 H 0.67 -8.35 -3.72  0.000
43 H -0.22 -9.22 -2.58  0.000
44 H 2.05 -10.30 -2.82  0.000
45 H 2.06 -9.41 -1.33  0.000
46 H 4.42 -9.42 -1.48  0.000
47 H 5.14 -8.55 -2.92  0.000
48 H 4.38 -10.11 -3.14  0.000
49 C -5.72 4.91 8.39  0.001
50 O -5.32 4.26 7.23  0.003
51 C -6.03 4.51 6.02  0.017
52 C -5.46 3.68 4.82  0.019
53 N -4.10 4.07 4.74  0.716
54 C -3.31 3.23 3.84  0.044
55 C -2.53 2.17 4.64  0.068
56 O -1.78 2.81 5.74  0.020
57 C -0.52 3.30 5.42  -0.001
58 H -5.04 4.58 9.18  0.000
59 H -6.68 4.63 8.81  0.000
60 H -5.59 5.99 8.31  0.000
61 H -6.00 5.59 5.86  0.000
62 H -7.08 4.31 6.23  0.000
63 H -6.05 3.74 3.90  0.021
64 H -5.56 2.61 5.05  0.067
65 H -3.66 3.88 5.63  -0.007
66 H -2.67 3.94 3.32  0.028
67 H -3.83 2.72 3.04  0.005
68 H -1.83 1.63 4.00  0.005
69 H -3.14 1.43 5.17  -0.009
70 H -0.23 4.09 6.11  0.001
71 H -0.33 3.55 4.37  0.002
72 H 0.30 2.63 5.69  0.000
73 C 3.21 -0.50 -2.11  0.000
74 O 2.45 0.67 -2.05  0.000
75 C 2.22 1.27 -0.81  0.000
76 C 1.51 2.63 -0.98  0.000
77 N 2.24 3.49 -1.97  0.000
78 C 3.67 3.75 -1.76  0.000
79 C 4.04 4.63 -0.56  0.000
80 O 5.38 4.91 -0.70  0.000
81 C 5.98 5.77 0.29  0.000
82 H 3.48 -0.70 -3.14  0.000
83 H 2.69 -1.34 -1.65  0.000
84 H 4.13 -0.35 -1.55  0.000
85 H 3.14 1.45 -0.25  0.000
86 H 1.68 0.71 -0.06  0.000
87 H 1.40 3.24 -0.09  0.000
88 H 0.50 2.45 -1.37  0.000
89 H 2.26 2.98 -2.84  0.000
90 H 3.94 4.27 -2.68  0.000
91 H 4.28 2.85 -1.88  0.000
92 H 3.84 4.13 0.39  0.000
93 H 3.48 5.56 -0.44  0.000
94 H 5.59 6.78 0.15  0.000
95 H 7.07 5.84 0.30  0.000
96 H 5.71 5.49 1.31  0.000
97 O 2.49 1.46 4.76  0.000
98 H 2.27 0.74 5.36  0.000
99 H 2.91 2.11 5.31  0.000
100 O 1.85 4.21 2.51  0.000
101 H 2.03 5.09 2.84  0.000
102 H 0.99 4.28 2.09  0.000
103 O -3.57 0.70 1.13  0.000
104 H -3.84 0.69 2.05  0.000
105 H -2.64 0.91 1.16  0.000
106 O -1.23 2.17 0.99  0.001
107 H -0.57 1.80 1.58  0.000
108 H -1.12 3.11 1.06  0.000
109 O 3.93 2.56 2.52  0.000
110 H 3.27 3.25 2.44  0.000
111 H 3.63 2.03 3.25  0.000
112 C 0.03 -1.12 1.93  0.000
113 C 1.05 -0.16 2.48  0.000
114 O 0.54 1.12 2.69  -0.001
115 H 0.48 -2.08 1.66  0.000
116 H -0.42 -0.75 1.01  0.000
117 H -0.80 -1.23 2.63  0.000
118 H 2.00 -0.11 1.96  0.000
119 H 1.43 -0.45 3.46  0.000
120 H 1.21 1.77 2.89  0.000
121 C 5.05 -1.73 0.87  0.000
122 C 4.07 -2.64 1.54  0.000
123 O 2.97 -2.77 0.67  0.000
124 H 5.50 -2.15 -0.03  0.000
125 H 5.85 -1.45 1.56  0.000
126 H 4.63 -0.78 0.57  0.000
127 H 3.87 -2.30 2.56  0.000
128 H 4.52 -3.63 1.62  0.000
129 H 2.75 -3.69 0.84  0.000

Calculated values
multiplicity = 2
orbital gap (alpha / beta) = 0.2547 / 0.0571 Eh
E = -2463.01869 a.u.
total charge = +1